This record from the OMol25 dataset describes 11 unconnected molecules or ions with the total composition C37H87N3O16S2. The level of theory is ωB97M-V/def2-TZVPD.

Each line ends with the Löwdin charge.
Geometry (Å):
C: 0.178 1.107 9.549  0.02
C: -0.013 0.553 8.169  -0.53
O: -0.981 0.774 7.484  0.10
O: 1.019 -0.215 7.763  -0.01
C: 0.742 -1.115 6.676  -0.17
C: 1.178 -0.555 5.324  -0.17
C: 1.820 -1.614 4.415  -0.19
C: 0.797 -2.436 3.607  -0.18
C: 0.546 -2.028 2.132  -0.10
C: -0.760 -1.272 1.718  -0.27
C: -1.840 -1.136 2.810  -0.11
C: -2.798 -2.312 3.028  -0.23
C: -2.217 -3.709 3.291  -0.54
S: -2.032 -4.142 5.047  0.70
C: -1.343 -2.044 0.512  -0.07
C: -2.243 -1.041 -0.227  -0.34
C: -3.762 -1.155 -0.111  -0.20
S: -4.348 -2.736 -0.660  0.70
O: -3.377 -3.319 -1.547  -0.33
O: -4.855 -3.483 0.461  -0.35
O: -1.819 0.224 0.221  -0.11
C: -0.545 0.119 0.971  -0.28
C: 0.585 0.086 -0.071  -0.04
C: 0.279 0.625 -1.464  -0.33
C: -0.082 2.092 -1.563  0.01
O: 1.510 0.390 -2.192  -0.11
C: 1.340 -0.323 -3.393  -0.18
C: 0.589 0.439 -4.458  -0.20
C: -0.688 0.058 -4.843  -0.03
C: -1.383 0.775 -5.810  -0.06
C: -0.794 1.884 -6.395  -0.10
C: 0.488 2.270 -6.023  -0.09
C: 1.176 1.549 -5.061  -0.06
C: -0.597 1.421 1.780  -0.03
C: 0.705 2.011 2.372  -0.61
N: 0.357 2.585 3.666  0.09
N: 1.708 0.988 2.658  0.13
N: 1.206 3.084 1.485  0.10
H: -0.768 1.089 10.078  0.06
H: 0.925 0.562 10.121  0.09
H: 0.505 2.147 9.494  0.09
H: 1.285 -2.030 6.913  0.11
H: -0.324 -1.339 6.654  0.12
H: 0.326 -0.096 4.823  0.09
H: 1.872 0.268 5.518  0.10
H: 2.558 -1.167 3.754  0.09
H: 2.334 -2.313 5.082  0.10
H: 1.185 -3.457 3.572  0.11
H: -0.117 -2.489 4.197  0.05
H: 1.425 -1.487 1.792  0.10
H: 0.549 -2.960 1.567  0.09
H: -2.459 -0.270 2.573  0.11
H: -1.362 -0.893 3.761  0.11
H: -3.404 -2.062 3.902  0.11
H: -3.502 -2.412 2.206  0.06
H: -2.920 -4.438 2.890  0.07
H: -1.272 -3.899 2.791  0.05
H: -3.208 -4.753 5.203  -0.15
H: -0.559 -2.300 -0.200  0.10
H: -1.808 -3.000 0.745  0.12
H: -2.028 -1.192 -1.291  0.13
H: -4.146 -0.950 0.887  0.11
H: -4.221 -0.413 -0.772  0.11
H: -5.412 -2.372 -1.414  0.07
H: 0.935 -0.935 -0.222  0.10
H: 1.458 0.632 0.279  0.10
H: -0.500 0.038 -1.956  0.12
H: -1.084 2.280 -1.176  0.08
H: 0.634 2.709 -1.021  0.07
H: -0.070 2.410 -2.606  0.08
H: 2.343 -0.546 -3.764  0.13
H: 0.836 -1.282 -3.215  0.12
H: -1.155 -0.799 -4.372  0.11
H: -2.380 0.458 -6.083  0.11
H: -1.340 2.452 -7.139  0.11
H: 0.943 3.142 -6.476  0.12
H: 2.171 1.850 -4.756  0.13
H: -0.981 2.183 1.102  0.11
H: -1.312 1.333 2.595  0.11
H: -0.310 3.336 3.547  0.08
H: 1.188 2.928 4.135  0.06
H: 2.129 1.173 3.558  0.04
H: 2.460 1.012 1.983  0.07
H: 1.883 2.742 0.813  0.03
H: 1.718 3.738 2.066  0.07
C: 4.361 4.103 -1.095  -0.14
O: 3.926 3.292 -0.007  -0.14
H: 3.999 5.110 -0.905  0.08
H: 5.452 4.127 -1.163  0.08
H: 3.948 3.752 -2.043  0.08
H: 4.240 2.397 -0.166  0.08
C: 2.702 -3.122 -1.714  -0.14
O: 1.584 -3.259 -0.840  -0.13
H: 3.154 -2.156 -1.501  0.08
H: 3.442 -3.907 -1.542  0.08
H: 2.396 -3.141 -2.763  0.07
H: 1.166 -4.106 -1.018  0.09
C: -0.700 0.537 -10.354  -0.14
O: 0.155 1.419 -9.625  -0.14
H: -0.405 0.596 -11.400  0.07
H: -0.582 -0.494 -10.010  0.08
H: -1.748 0.831 -10.268  0.07
H: -0.096 1.377 -8.698  0.03
C: -4.114 3.018 1.125  -0.15
O: -3.793 2.237 -0.015  -0.13
H: -4.663 3.891 0.781  0.08
H: -4.744 2.467 1.832  0.08
H: -3.212 3.356 1.645  0.07
H: -3.302 1.459 0.283  0.02
C: -2.653 -0.821 12.665  -0.15
O: -2.190 0.105 11.688  -0.13
H: -1.776 -1.244 13.147  0.08
H: -3.269 -0.330 13.423  0.08
H: -3.229 -1.630 12.209  0.08
H: -2.959 0.485 11.254  0.08
C: -3.551 1.493 -13.060  -0.16
O: -3.874 0.689 -11.931  -0.13
H: -2.652 2.050 -12.809  0.07
H: -3.349 0.883 -13.944  0.08
H: -4.351 2.202 -13.290  0.07
H: -4.666 0.187 -12.136  0.07
C: 4.551 1.887 4.747  -0.15
O: 3.506 2.840 4.933  -0.13
H: 4.432 1.483 3.745  0.07
H: 5.541 2.344 4.822  0.08
H: 4.471 1.071 5.470  0.08
H: 3.588 3.209 5.817  0.08
C: 0.069 -3.692 9.579  -0.16
O: 0.112 -4.983 8.979  -0.12
H: 0.180 -3.823 10.652  0.08
H: 0.892 -3.072 9.210  0.07
H: -0.882 -3.193 9.374  0.08
H: 0.018 -4.849 8.031  0.06
C: 2.702 0.175 -12.978  -0.16
O: 1.768 1.244 -13.048  -0.13
H: 2.724 -0.296 -13.958  0.08
H: 3.707 0.533 -12.738  0.08
H: 2.403 -0.572 -12.236  0.07
H: 1.740 1.664 -12.182  0.06
C: 3.339 0.444 -8.558  -0.16
O: 3.164 0.450 -7.146  -0.13
H: 4.245 -0.121 -8.767  0.08
H: 2.497 -0.031 -9.066  0.06
H: 3.457 1.457 -8.953  0.08
H: 2.365 0.948 -6.944  0.02

The total charge is 0. The HOMO-LUMO gap is 0.337 hartree. For the LUMO energy, the calculation gives 0.394 eV. The structure (SMILES) is CC(=O)OCCCCC[C@]1(CCCS)C[C@@H](C[SH](=O)=O)O[C@@]1(C[C@@H](C)OCc1ccccc1)CC(N)(N)N.CO.CO.CO.CO.CO.CO.CO.CO.CO.CO. As for the HOMO energy: -8.785 eV. As for the largest force on an atom: 1.034 eV/A. The spin multiplicity is 1.

This record from the OMol25 dataset describes 10 unconnected molecules or ions with the total composition C37H89ClN3O13. The level of theory is ωB97M-V/def2-TZVPD.

Each line ends with the Löwdin charge.
Geometry (Å):
Cl: -0.023 -3.336 -7.335  0.62
O: -0.428 -4.122 -8.474  -0.39
O: -0.173 -1.926 -7.594  -0.39
O: -0.697 -3.799 -6.123  -0.42
O: 1.390 -3.588 -7.017  -0.42
C: -2.463 -7.225 0.335  -0.04
C: -3.145 -8.294 1.183  -0.52
C: -4.651 -8.213 0.933  -0.15
C: -5.444 -9.407 1.326  -0.19
C: -4.849 -10.746 0.829  -0.14
C: -3.357 -10.886 1.050  -0.50
N: -2.669 -9.606 0.675  -0.09
O: -1.247 -9.737 0.644  -0.02
C: -3.131 -11.275 2.536  -0.03
C: -2.841 -11.981 0.111  -0.04
C: -2.810 -8.049 2.635  -0.04
H: -1.392 -7.288 0.532  0.08
H: -2.876 -6.251 0.599  0.09
H: -2.588 -7.332 -0.742  0.09
H: -5.017 -7.375 1.528  0.12
H: -4.855 -7.903 -0.092  0.12
H: -6.508 -9.379 1.090  0.11
H: -5.447 -9.456 2.415  0.10
H: -5.090 -10.718 -0.233  0.12
H: -5.391 -11.580 1.276  0.12
H: -2.106 -11.243 2.907  0.08
H: -3.642 -10.570 3.191  0.05
H: -3.552 -12.260 2.738  0.08
H: -1.754 -12.059 0.154  0.08
H: -3.307 -12.954 0.273  0.08
H: -3.107 -11.692 -0.906  0.08
H: -2.907 -6.990 2.874  0.08
H: -1.783 -8.244 2.943  0.09
H: -3.418 -8.589 3.360  0.07
H: -1.111 -9.764 -0.306  0.10
C: -4.634 -8.837 -13.553  -0.03
C: -3.514 -9.253 -14.556  -0.50
C: -4.080 -8.868 -15.909  -0.19
C: -3.119 -8.955 -17.036  -0.20
C: -1.889 -8.122 -16.753  -0.14
C: -1.163 -8.415 -15.405  -0.43
N: -2.228 -8.559 -14.355  -0.13
O: -1.741 -8.736 -13.075  -0.01
C: -0.318 -9.743 -15.440  -0.03
C: -0.242 -7.184 -15.072  -0.02
C: -3.410 -10.803 -14.482  -0.03
H: -4.380 -9.069 -12.518  0.08
H: -5.583 -9.218 -13.928  0.08
H: -4.762 -7.761 -13.670  0.08
H: -4.926 -9.510 -16.154  0.12
H: -4.512 -7.872 -15.809  0.12
H: -3.608 -8.638 -17.957  0.11
H: -2.851 -9.999 -17.200  0.11
H: -2.186 -7.074 -16.784  0.11
H: -1.268 -8.268 -17.637  0.12
H: 0.697 -9.580 -15.802  0.07
H: -0.092 -10.092 -14.433  0.08
H: -0.764 -10.555 -16.015  0.06
H: -0.054 -7.152 -13.999  0.07
H: 0.701 -7.221 -15.618  0.08
H: -0.691 -6.205 -15.241  0.07
H: -4.366 -11.288 -14.678  0.08
H: -3.002 -11.049 -13.501  0.08
H: -2.688 -11.219 -15.185  0.06
H: -1.983 -7.866 -12.748  0.11
C: -7.441 1.836 -10.831  -0.04
C: -6.886 0.452 -11.177  -0.47
C: -8.140 -0.483 -11.400  -0.12
C: -7.788 -1.815 -12.119  -0.18
C: -7.046 -1.565 -13.460  -0.11
C: -5.765 -0.667 -13.200  -0.52
N: -6.060 0.507 -12.417  -0.14
O: -5.111 1.522 -12.380  0.01
C: -4.620 -1.513 -12.645  -0.03
C: -5.304 -0.280 -14.583  -0.07
C: -6.040 -0.177 -10.018  -0.01
H: -6.655 2.534 -10.545  0.08
H: -8.047 1.679 -9.939  0.08
H: -8.028 2.355 -11.590  0.09
H: -8.578 -0.738 -10.435  0.11
H: -8.891 0.070 -11.963  0.11
H: -8.718 -2.330 -12.362  0.10
H: -7.172 -2.494 -11.529  0.10
H: -7.757 -1.154 -14.176  0.11
H: -6.771 -2.590 -13.709  0.11
H: -4.924 -2.306 -11.962  0.07
H: -4.111 -2.060 -13.439  0.08
H: -3.927 -0.885 -12.084  0.09
H: -5.187 -1.083 -15.311  0.08
H: -6.039 0.385 -15.035  0.09
H: -4.314 0.173 -14.517  0.08
H: -5.811 -1.233 -10.160  0.07
H: -6.655 -0.075 -9.124  0.08
H: -5.065 0.306 -9.948  0.08
H: -4.527 1.224 -11.679  0.08
C: -3.257 0.121 -2.824  -0.10
C: -2.378 1.330 -2.809  -0.35
O: -2.021 1.609 -1.484  -0.07
H: -2.848 -0.810 -2.430  0.07
H: -3.670 -0.251 -3.761  0.08
H: -4.075 0.337 -2.136  0.07
H: -2.977 2.131 -3.243  0.11
H: -1.482 1.159 -3.406  0.11
H: -1.841 2.551 -1.519  0.08
C: 0.922 -10.111 -7.048  -0.08
C: 0.120 -10.135 -5.750  -0.37
O: 0.370 -9.034 -4.950  -0.07
H: 0.716 -9.183 -7.583  0.08
H: 0.647 -11.055 -7.518  0.07
H: 1.986 -10.110 -6.810  0.07
H: 0.366 -11.026 -5.173  0.11
H: -0.951 -10.140 -5.954  0.11
H: -0.051 -8.249 -5.308  0.09
C: -1.758 6.147 -8.834  -0.10
C: -1.620 4.740 -8.250  -0.32
O: -1.208 3.879 -9.326  -0.08
H: -2.301 6.089 -9.777  0.07
H: -0.755 6.507 -9.064  0.07
H: -2.206 6.736 -8.033  0.07
H: -2.567 4.380 -7.847  0.10
H: -0.953 4.864 -7.398  0.10
H: -1.014 3.003 -8.984  0.08
C: 2.481 -0.739 -13.473  -0.09
C: 3.510 -0.306 -12.403  -0.31
O: 4.094 -1.418 -11.714  -0.08
H: 2.942 -1.237 -14.326  0.06
H: 1.912 0.080 -13.914  0.06
H: 1.776 -1.437 -13.022  0.07
H: 3.040 0.332 -11.654  0.10
H: 4.211 0.398 -12.852  0.10
H: 3.542 -1.631 -10.958  0.09
C: 2.171 -2.095 -2.085  -0.20
O: 3.159 -3.050 -2.331  -0.11
H: 2.408 -1.474 -1.221  0.07
H: 2.123 -1.457 -2.967  0.08
H: 1.157 -2.437 -1.876  0.07
H: 2.809 -3.522 -3.089  0.08
C: -5.715 -6.669 -5.620  -0.18
O: -5.650 -6.685 -7.027  -0.12
H: -4.817 -6.966 -5.080  0.08
H: -6.009 -5.651 -5.366  0.07
H: -6.553 -7.275 -5.275  0.07
H: -4.887 -6.160 -7.279  0.08

The total charge is -1. The HOMO-LUMO gap is 0.288 hartree. For the LUMO energy, the calculation gives 1.868 eV. As for the HOMO energy: -5.962 eV. As for the largest force on an atom: 3.566 eV/A. The spin multiplicity is 1.

This record from the OMol25 dataset describes a molecular structure, C37H91Cu2N6O15. The level of theory is ωB97M-V/def2-TZVPD.

Each line ends with the Mulliken spin population.
Geometry (Å):
Cu: 0.695 14.403 3.211  0.00
Cu: 1.975 18.395 1.819  0.00
O: -2.209 17.240 1.482  0.00
C: -1.022 16.790 1.783  0.00
O: -0.112 17.612 1.702  0.00
O: -0.820 15.623 2.175  0.00
H: -2.127 18.182 1.318  0.00
C: -5.660 17.172 0.773  0.00
O: -6.798 18.014 1.134  0.00
C: -6.549 19.418 0.830  0.03
C: -7.759 20.403 1.099  0.01
N: -7.982 20.656 2.541  0.80
C: -9.071 21.573 2.844  0.03
C: -9.482 21.184 4.242  -0.01
O: -10.163 19.937 4.226  0.02
C: -10.903 19.654 5.417  0.00
H: -5.449 17.316 -0.286  0.00
H: -5.972 16.131 0.856  0.00
H: -4.722 17.315 1.311  0.00
H: -6.342 19.553 -0.232  0.00
H: -5.657 19.814 1.313  -0.02
H: -8.616 20.014 0.550  0.05
H: -7.476 21.307 0.559  0.01
H: -8.285 19.779 2.940  -0.01
H: -9.888 21.497 2.127  0.04
H: -8.688 22.588 2.953  0.03
H: -10.151 21.989 4.545  0.00
H: -8.734 21.124 5.033  0.00
H: -10.320 19.836 6.320  0.00
H: -11.137 18.592 5.338  0.00
H: -11.805 20.266 5.407  0.00
C: -1.519 17.738 7.577  0.00
O: -2.655 17.724 6.725  0.00
C: -2.296 17.768 5.327  0.00
C: -3.570 18.043 4.547  0.00
N: -4.162 19.307 4.977  0.00
C: -5.420 19.404 4.333  0.02
C: -6.566 18.396 4.804  0.00
O: -6.626 18.275 6.215  0.00
C: -7.554 17.234 6.729  0.00
H: -1.734 17.711 8.645  0.00
H: -0.935 18.648 7.438  0.00
H: -0.881 16.869 7.414  0.00
H: -1.886 16.828 4.958  0.00
H: -1.517 18.504 5.131  0.00
H: -4.268 17.229 4.743  0.00
H: -3.377 18.085 3.475  0.00
H: -4.459 19.011 5.896  0.00
H: -5.357 19.257 3.255  -0.03
H: -5.766 20.435 4.407  0.01
H: -6.499 17.406 4.354  0.00
H: -7.541 18.715 4.437  0.00
H: -8.540 17.696 6.680  0.00
H: -7.357 16.955 7.764  0.00
H: -7.602 16.392 6.038  0.00
C: -3.920 13.817 -1.070  0.00
O: -3.479 14.272 -2.333  0.00
C: -2.669 15.482 -2.227  0.00
C: -1.310 15.401 -1.512  0.00
N: -0.282 14.692 -2.348  0.00
C: 0.915 14.422 -1.587  0.00
C: 1.909 13.456 -2.363  0.00
O: 1.452 12.153 -2.211  0.00
C: 2.178 11.212 -2.977  0.00
H: -4.674 14.455 -0.609  0.00
H: -3.067 13.705 -0.401  0.00
H: -4.365 12.827 -1.176  0.00
H: -3.228 16.177 -1.601  0.00
H: -2.545 15.956 -3.201  0.00
H: -1.426 15.080 -0.477  0.00
H: -0.883 16.384 -1.313  0.00
H: -0.637 13.828 -2.733  0.00
H: 0.629 14.011 -0.619  0.00
H: 1.355 15.396 -1.374  0.00
H: 2.922 13.567 -1.976  0.00
H: 1.945 13.732 -3.417  0.00
H: 1.734 10.237 -2.775  0.00
H: 3.242 11.228 -2.741  0.00
H: 2.118 11.260 -4.065  0.00
C: -3.890 14.900 2.863  0.00
O: -4.703 13.936 3.591  0.01
C: -6.126 13.997 3.336  0.00
C: -6.624 13.588 1.876  0.06
N: -6.509 12.142 1.698  0.69
C: -7.286 11.545 0.638  0.06
C: -7.003 10.028 0.512  0.00
O: -7.992 9.348 1.260  0.05
C: -7.941 7.968 1.384  0.00
H: -2.888 14.835 3.286  0.00
H: -4.124 15.950 3.038  0.00
H: -3.781 14.772 1.786  0.00
H: -6.599 14.949 3.577  0.00
H: -6.566 13.237 3.982  0.00
H: -6.056 14.031 1.057  0.01
H: -7.580 14.090 1.730  0.02
H: -6.831 11.760 2.576  -0.01
H: -7.137 12.053 -0.315  0.02
H: -8.343 11.771 0.778  0.05
H: -5.994 9.756 0.823  0.01
H: -7.016 9.606 -0.492  0.01
H: -8.830 7.640 1.923  0.00
H: -7.066 7.645 1.948  0.01
H: -7.951 7.464 0.418  0.00
C: -3.352 20.287 -7.353  0.00
O: -3.271 20.067 -5.985  0.00
C: -3.172 21.221 -5.090  0.00
C: -2.634 20.803 -3.695  0.00
N: -3.522 19.882 -2.930  0.00
C: -2.939 19.450 -1.605  0.00
C: -2.902 20.542 -0.553  0.00
O: -2.776 19.854 0.633  0.00
C: -2.863 20.738 1.774  0.00
H: -3.583 19.409 -7.956  0.00
H: -2.362 20.647 -7.634  0.00
H: -4.143 21.004 -7.572  0.00
H: -4.161 21.635 -4.894  0.00
H: -2.542 21.930 -5.628  0.00
H: -2.664 21.650 -3.010  0.00
H: -1.652 20.333 -3.752  0.00
H: -3.799 19.095 -3.500  0.00
H: -1.968 18.979 -1.758  0.00
H: -3.643 18.727 -1.195  0.00
H: -3.812 21.140 -0.505  0.00
H: -2.082 21.226 -0.768  0.00
H: -2.215 21.613 1.724  0.00
H: -2.434 20.170 2.600  0.00
H: -3.891 20.947 2.072  0.00
C: 3.330 19.831 -4.105  0.00
O: 3.647 19.629 -2.723  0.00
C: 3.135 18.385 -2.098  0.00
C: 1.803 18.597 -1.440  0.00
N: 1.893 19.443 -0.232  0.00
C: 0.771 20.379 -0.169  0.00
C: 0.842 21.211 1.135  0.00
O: 0.869 20.348 2.291  0.00
C: 1.034 21.052 3.569  0.00
H: 3.571 18.911 -4.637  0.00
H: 3.954 20.544 -4.643  0.00
H: 2.252 19.993 -4.118  0.00
H: 3.885 17.985 -1.415  0.00
H: 2.956 17.647 -2.879  0.00
H: 1.410 17.610 -1.195  0.00
H: 1.090 18.887 -2.212  0.00
H: 2.672 20.083 -0.300  0.00
H: -0.203 19.902 -0.276  0.00
H: 0.899 21.114 -0.964  0.00
H: -0.014 21.885 1.176  0.00
H: 1.701 21.866 0.991  0.00
H: 0.877 20.329 4.370  0.00
H: 0.237 21.770 3.763  0.00
H: 1.977 21.563 3.765  0.00

The calculation puts the energy above the lowest of the compared OMol25 structures with the same formula, charge and spin at 4.3770 eV. The total charge is +3. The HOMO-LUMO gap (spin up / spin down) is 0.219 / 0.107 hartree. For the LUMO energy (spin up / spin down), the calculation gives -8.001 / -11.046 eV. As for the HOMO energy (spin up / spin down): -13.968 / -13.968 eV. As for the largest force on an atom: 5.209 eV/A. The spin multiplicity is 3.